[1]
The following is a quantum chemistry calculation of a cluster of 7 separate species, C63H133N7O7 in total at a distorted geometry, from the OMol25 dataset.

Computed properties:
net charge = 0
LUMO level = 0.46 eV
relative energy (zero: lowest compared OMol25 entry of this formula, charge and spin) = 13.4 kcal per mole
HOMO level = -7.92 eV

Cartesian coordinates (Å):
H: -4.078 1.827 1.675
H: -4.388 -1.769 5.371
C: -1.447 -6.458 2.005
C: 0.638 2.387 0.303
H: -2.454 0.921 3.386
C: 2.655 -4.855 1.221
H: -3.311 -5.361 -1.550
C: 0.926 4.316 -6.659
C: 6.342 1.166 1.154
H: 4.828 -2.469 4.129
H: 7.207 -0.809 1.402
C: 2.973 1.867 -7.385
H: -4.336 5.833 -5.211
H: 2.057 -3.367 3.152
H: -7.641 4.677 -3.297
C: -0.953 0.816 -0.924
O: 4.432 0.079 2.055
H: -6.935 2.574 -4.579
C: -0.395 2.224 -0.799
H: 4.832 3.687 2.020
C: -6.128 3.248 -2.674
H: -2.287 -0.079 4.775
H: -5.627 -0.723 2.095
H: 3.239 -2.233 2.527
H: -2.758 -7.033 -1.617
H: -6.334 1.274 -3.505
H: 5.817 -3.648 1.787
H: -6.215 2.838 6.195
C: 7.452 3.032 2.631
O: -4.085 2.808 -3.765
C: 4.062 -4.319 5.048
H: 3.441 1.529 4.587
O: -0.402 -1.488 -0.939
C: 3.124 -3.215 2.988
C: -6.867 2.229 -3.552
C: 1.577 2.213 -7.912
C: -2.734 -0.067 3.780
C: -7.125 4.365 -2.383
C: 6.376 -4.984 4.235
C: 4.869 -5.330 4.256
H: 0.277 -1.616 1.429
H: -3.789 4.705 -1.069
C: 1.187 -0.112 0.129
C: -5.617 2.582 -1.412
H: -5.009 1.720 -1.691
H: -0.479 -8.226 2.837
C: -5.335 2.097 4.356
O: 2.257 4.383 -8.592
H: -5.916 3.110 2.588
C: 1.729 1.290 0.221
H: -2.255 1.537 -2.546
H: 0.067 -8.103 0.169
H: 3.253 0.866 -7.741
C: -5.410 6.128 -2.750
C: 3.753 -4.332 2.151
H: -0.496 1.503 -5.216
H: 4.520 -4.097 6.014
H: -7.886 3.976 -1.702
H: -3.489 3.019 3.672
C: -4.370 5.078 -3.147
H: 6.965 -5.826 3.879
C: -4.791 -0.088 2.400
H: -4.073 -2.366 3.760
C: 6.785 -0.191 0.602
H: -0.419 1.564 -7.616
C: -1.392 -4.312 -0.005
H: 2.366 1.391 1.100
N: -0.938 -6.577 0.648
C: -2.841 -6.160 -0.970
H: -7.172 3.231 4.820
C: 0.533 1.470 -7.085
H: -1.011 3.403 -6.471
H: 5.377 2.929 0.216
H: 0.226 2.383 1.320
C: -3.326 4.953 -2.020
H: -0.855 0.651 -3.105
N: 5.533 0.915 2.338
H: 7.112 1.868 4.383
H: -0.291 -6.952 -1.848
C: 0.758 -0.640 1.490
H: 4.914 1.781 5.441
H: -6.466 2.137 -0.875
H: -7.843 2.011 -3.115
C: -5.869 2.060 2.914
C: 5.224 1.939 3.313
H: -2.007 -3.055 1.652
C: 7.597 1.974 1.530
H: 8.433 3.145 3.095
N: 1.258 3.643 -7.910
H: 6.310 3.361 4.486
H: 1.714 0.633 -9.342
H: -0.451 -4.606 2.565
C: -0.453 -7.140 2.952
O: -4.427 0.704 6.035
C: -0.091 3.514 -5.876
H: 1.116 3.369 0.244
H: 5.912 -0.756 0.271
H: 3.824 -7.189 4.673
H: -2.228 -0.758 3.102
C: 4.870 -3.736 1.256
H: 4.719 0.267 4.619
H: -5.694 -1.789 4.160
C: -0.466 -5.896 -1.637
H: 0.814 0.417 -7.050
H: -1.714 -3.662 -0.822
H: 4.629 -0.755 2.497
C: -5.030 1.340 1.876
H: -2.871 1.237 -0.064
C: -4.260 -0.205 3.820
C: -2.812 -7.100 2.276
H: -5.609 1.267 0.959
H: 3.063 4.063 -6.079
C: 2.320 -0.998 -0.391
H: 0.860 6.208 -7.762
N: -4.866 0.777 4.696
H: -3.168 -4.357 1.221
H: -1.238 2.889 -0.569
H: -2.876 5.936 -1.855
H: -2.407 -0.443 0.205
H: -3.607 -6.548 1.763
H: -2.844 -8.123 1.911
C: -1.441 -5.766 -0.458
C: 2.175 4.627 -5.789
H: -6.008 5.291 -0.851
H: -3.518 -6.357 -0.147
C: -2.021 0.572 0.140
H: 4.561 -2.775 0.841
H: 4.654 1.301 -0.162
H: -0.708 5.466 -7.460
C: 4.339 3.085 2.784
H: -7.150 1.564 5.468
H: -4.000 -0.496 1.757
H: 6.593 -4.140 3.571
N: 4.201 -5.480 2.961
H: -7.204 6.390 -1.591
H: 3.398 -2.309 4.999
H: -3.128 6.486 -4.130
H: -3.728 3.076 5.422
H: 2.984 -5.661 0.566
H: -0.131 -1.841 -1.793
H: 2.776 -0.620 -1.313
H: 0.429 1.805 -9.698
H: -2.011 -4.847 3.303
H: 2.055 -2.030 -0.624
C: 1.455 1.690 -9.347
C: -2.112 -4.085 1.304
H: 0.484 -5.428 -1.375
H: 2.380 -4.053 0.522
H: -2.229 -0.188 -2.426
H: 8.393 1.291 1.831
H: -0.327 -4.067 0.092
O: -0.877 -7.956 0.281
H: 7.527 -0.086 -0.188
C: 3.882 -3.005 4.302
H: 6.145 1.778 -0.893
C: -6.544 2.435 5.226
H: -4.960 0.004 6.427
C: -1.595 0.697 -2.301
H: -3.118 -6.997 3.318
C: -3.653 5.564 -4.404
H: 3.041 1.778 -6.299
H: -4.862 6.884 -2.169
H: -2.538 4.260 -2.310
H: 1.778 -5.148 1.795
O: 4.903 -6.392 2.142
H: 2.408 5.687 -5.840
H: -1.726 0.907 1.138
H: 4.071 3.792 3.574
C: 5.561 1.877 0.027
H: 2.120 2.242 -10.011
H: 0.167 6.300 -6.151
H: 0.040 0.011 2.002
H: -0.897 -5.454 -2.535
C: -1.460 -4.980 2.366
H: 2.058 4.330 -4.742
H: 3.804 2.471 -7.750
C: -4.630 -1.609 4.319
N: 0.121 -0.184 -0.877
N: -5.045 3.818 -3.481
C: 6.531 2.569 3.766
C: -6.470 5.610 -1.788
H: 5.743 -5.959 1.923
H: -2.897 4.863 -4.756
H: -0.395 4.029 -4.966
H: -0.033 2.662 -1.734
H: 7.119 4.002 2.260
H: 1.157 1.913 -5.017
H: -4.683 4.148 4.355
H: -4.105 2.738 -4.725
H: -5.134 3.229 -0.689
H: 3.148 -0.991 0.325
H: -6.910 1.733 2.883
H: 5.016 -4.350 0.363
H: 3.401 2.747 2.338
H: 0.559 -6.764 2.801
H: 6.674 -4.620 5.217
H: 5.584 -7.349 4.710
H: 3.078 -4.762 5.231
C: 4.510 1.333 4.526
C: 4.749 -6.696 4.966
H: -5.782 6.715 -3.590
H: 1.594 -0.679 2.194
C: -4.231 3.159 4.458
H: 2.328 1.647 -0.623
C: 0.277 5.657 -7.027
H: 4.798 -6.583 6.052
H: 7.891 2.492 0.615
C: 0.316 2.051 -5.706
H: -0.753 -6.991 3.993
H: 1.876 4.512 -9.466

=====

[2]
The following is a quantum chemistry calculation of a structure of composition C7H9Br2Cl15 at a distorted geometry, from the OMol25 dataset.

Computed properties:
net charge = 0
LUMO level = -0.11 eV
relative energy (zero: lowest compared OMol25 entry of this formula, charge and spin) = 587.6 kcal per mole
HOMO level = -8.49 eV

Cartesian coordinates (Å):
Br: 6.625 -4.639 8.272
Cl: 5.381 -4.958 11.958
C: 8.190 -1.183 8.630
C: 6.280 -2.571 10.167
H: 4.981 -4.300 10.262
Cl: 4.447 -3.266 6.097
C: 6.002 -3.635 12.975
Cl: 9.500 -3.884 11.099
Cl: 5.997 -7.745 9.880
H: 7.797 -0.678 9.512
H: 6.552 -2.929 12.354
Cl: 7.070 -3.415 4.797
Cl: 3.212 -7.882 11.007
Br: 5.138 -1.523 11.288
H: 7.024 -3.091 10.770
Cl: 10.287 -1.568 12.839
H: 8.409 -3.044 12.922
H: 5.121 -6.584 11.771
Cl: 6.882 -1.243 7.337
Cl: 8.561 -2.893 9.057
Cl: 6.169 -5.660 6.110
C: 5.432 -3.657 9.506
Cl: 7.170 -4.227 14.104
Cl: 4.256 -5.323 10.036
H: 6.744 -1.918 9.427
H: 6.597 -3.632 7.155
C: 4.712 -6.870 10.802
Cl: 9.731 -0.474 7.996
Cl: 7.703 -1.641 11.164
H: 4.551 -3.388 8.924
Cl: 4.702 -2.556 13.693
C: 6.132 -3.899 6.205
C: 8.950 -2.595 12.089

=====

[3]
The following is a quantum chemistry calculation of a cluster of 2 separate species, C7H5BrCl3N2OPS in total at a distorted geometry, from the OMol25 dataset.

Computed properties:
net charge = 0
LUMO level = -2.26 eV
HOMO level = -8.86 eV

Cartesian coordinates (Å):
C: 0.568 2.224 -0.165
H: 4.875 0.946 -1.222
C: -2.974 -2.764 1.440
Cl: -1.865 -1.829 2.450
Cl: 3.522 3.713 -1.316
H: -2.405 -3.518 0.891
N: -2.522 -0.390 -0.825
O: 4.872 1.008 -0.203
C: 1.887 1.222 -0.120
N: -2.168 2.428 -0.397
C: -1.047 -0.077 -0.611
Cl: -4.202 -3.572 2.423
H: -3.469 -2.090 0.737
H: 2.766 -1.065 -0.276
C: -0.915 1.563 -0.392
Br: 0.105 -3.013 -0.907
C: 1.779 -0.427 -0.329
C: 0.277 -1.043 -0.600
S: -3.383 1.166 -0.724
H: 0.712 3.388 -0.016
P: 3.588 2.130 0.162

=====

[4]
The following is a quantum chemistry calculation of the molecule C20H20N2O2, from the OMol25 dataset.

Computed properties:
net charge = 0
LUMO level = -0.19 eV
relative energy (zero: lowest compared OMol25 entry of this formula, charge and spin) = 11.1 kcal per mole
HOMO level = -8.60 eV

Cartesian coordinates (Å):
H: 2.518 1.493 1.907
C: -4.927 -0.366 -0.676
O: -2.691 -0.604 1.168
C: -2.573 -1.887 0.575
N: 1.991 -0.576 0.454
H: -3.501 -2.452 0.731
H: -1.556 -2.670 2.311
C: 1.828 -1.614 -0.332
H: -2.817 3.529 -2.048
C: -3.797 1.722 -1.457
C: -1.417 -2.658 1.228
H: 5.966 0.503 -1.511
C: -1.763 1.460 0.417
C: 0.592 -2.445 -0.146
C: -1.803 2.553 -0.437
H: 4.523 2.925 1.700
H: -5.164 -0.735 0.319
C: 4.385 2.077 1.045
C: 5.217 0.727 -0.764
H: 0.217 0.898 0.990
C: -2.751 0.476 0.304
C: 3.874 -1.225 -1.503
H: -1.002 0.722 2.270
H: -1.418 -3.679 0.838
H: -0.405 2.327 1.816
H: 2.528 -2.847 -1.939
H: -5.812 0.111 -1.092
H: -2.382 -1.802 -0.499
H: 4.607 -1.468 -2.260
H: -4.677 -1.217 -1.309
C: 3.095 0.182 0.311
C: -2.802 2.678 -1.383
C: 3.274 1.292 1.164
H: -1.035 3.309 -0.356
H: 0.143 -1.230 1.396
C: 2.747 -1.980 -1.336
H: -4.599 1.834 -2.172
O: 0.314 -3.375 -0.882
C: 4.085 -0.106 -0.670
N: -0.137 -2.077 0.924
C: -0.674 1.342 1.440
C: 5.362 1.796 0.076
H: 6.232 2.432 0.002
C: -3.796 0.619 -0.614

=====

[5]
The following is a quantum chemistry calculation of a structure of composition C4H9NO at a distorted geometry, from the OMol25 dataset.

Computed properties:
net charge = 0
LUMO level = -1.10 eV
relative energy (zero: lowest compared OMol25 entry of this formula, charge and spin) = 157.7 kcal per mole
HOMO level = -7.11 eV

Cartesian coordinates (Å):
H: 1.248 2.287 -0.600
N: -0.149 -1.349 -1.003
C: 0.955 -0.386 0.889
H: 0.502 -2.165 -0.990
C: 0.735 1.448 -1.149
C: -0.533 0.993 -0.740
H: -2.059 0.371 2.253
H: -0.828 -0.471 1.804
O: -1.717 -0.556 2.248
H: 1.246 1.088 -2.058
C: 0.134 -0.184 -0.280
H: 1.436 0.515 1.363
H: -1.561 1.002 -1.053
H: 1.350 -1.333 1.060
H: -0.757 -1.261 -1.744

=====

[6]
The following is a quantum chemistry calculation of a cluster of 9 separate species, C20H39Br16N2O4 in total at a distorted geometry, from the OMol25 dataset.

Computed properties:
net charge = -1
LUMO level = 1.53 eV
HOMO level = -3.93 eV

Cartesian coordinates (Å):
Br: 3.483 -5.075 3.040
H: 6.821 -3.322 0.340
H: 1.395 -3.166 0.447
C: 1.375 2.060 -0.812
N: 3.466 3.389 -1.623
C: -3.267 -1.053 0.970
O: 2.319 2.135 -3.885
Br: -0.862 0.503 1.006
H: 5.577 -9.037 -0.672
H: -11.402 3.213 -3.800
Br: -8.402 3.412 0.828
H: 3.708 -3.723 0.981
H: 0.418 2.447 -0.303
H: 7.708 -3.611 4.130
H: 2.034 5.531 -1.253
H: 7.429 -5.236 5.926
C: -3.190 4.504 0.513
H: -4.347 -1.096 1.121
C: 1.983 3.263 -1.681
C: 1.590 -3.722 1.366
C: 1.588 2.963 -3.227
H: 3.834 3.317 -0.665
Br: 2.873 -8.039 -0.046
Br: 5.631 -5.488 -1.268
H: -2.771 -1.612 1.764
C: 4.546 -8.010 0.955
H: 4.934 -6.999 0.831
H: -2.976 6.426 -0.498
H: -9.655 5.110 -4.223
Br: 0.124 -5.001 1.506
H: -12.612 4.494 -3.563
Br: 7.940 -5.039 2.130
O: 2.004 -0.563 0.056
H: -4.276 4.433 0.581
O: 2.274 1.512 0.200
H: -7.186 5.428 1.656
O: 0.532 3.553 -3.874
H: 3.707 4.356 -1.915
Br: 4.703 -2.096 -0.145
C: 7.245 -4.570 3.891
C: 7.615 -5.610 4.918
Br: -0.834 6.110 0.743
H: 4.292 -8.170 2.003
H: -8.011 7.097 -0.178
H: 2.922 -5.280 0.616
C: 5.525 -9.023 0.416
H: -3.186 0.968 1.699
Br: 5.061 -10.830 0.987
C: -2.802 0.378 0.865
C: 6.392 -3.757 -1.754
Br: -2.950 -2.024 -0.690
C: -8.078 5.325 1.038
C: -2.754 5.946 0.455
H: 6.523 -8.846 0.822
C: -7.961 6.014 -0.299
H: 7.395 -3.982 -2.121
C: -11.547 4.262 -3.540
H: -10.889 4.898 -5.486
Br: -10.973 4.407 -1.682
H: 5.789 -3.364 -2.573
H: -3.214 6.520 1.262
Br: 6.496 -7.198 4.755
N: 2.795 0.306 -0.218
H: 7.084 -1.969 -0.781
H: 1.016 4.525 -0.058
Br: -2.721 3.562 -1.128
C: -10.722 5.150 -4.437
H: -2.741 3.949 1.338
C: 1.320 4.630 -1.165
C: 2.923 -4.422 1.288
H: -8.943 5.699 1.589
H: 1.037 1.248 -1.544
H: 8.650 -5.941 4.844
C: 6.457 -2.835 -0.563
H: -3.084 0.856 -0.073
Br: -11.263 7.017 -4.275
H: 1.505 -3.047 2.217
H: 6.169 -4.432 3.781
Br: -6.225 5.675 -1.120
H: -8.717 5.698 -1.015
H: 0.354 4.895 -1.722

=====

[7]
The following is a quantum chemistry calculation of a structure of composition C20H13BrF3N6O2OsS, from the OMol25 dataset.

Computed properties:
net charge = +1
LUMO level = -3.28 eV
relative energy (zero: lowest compared OMol25 entry of this formula, charge and spin) = 0.0 kcal per mole
HOMO level = -10.28 eV

Cartesian coordinates (Å):
O: 0.196 -0.602 3.956
F: 2.010 -2.457 -6.004
H: 0.280 4.016 3.194
C: 0.591 -3.026 -1.322
H: -1.469 -1.709 0.679
H: -3.746 2.858 -0.336
C: -1.588 -1.792 2.830
C: 1.719 -1.496 -5.120
C: -2.075 -1.993 1.532
H: 1.497 -4.117 -4.378
C: 1.756 -0.828 1.880
N: -1.520 0.659 -0.774
C: -3.477 1.223 -1.655
C: 1.056 -1.220 -2.720
H: -2.273 -0.455 -2.440
H: -4.249 -2.999 4.545
C: -0.269 -1.174 3.040
N: 2.831 -0.414 1.866
F: 2.781 -0.688 -5.029
Br: -1.838 -1.983 5.709
C: -1.070 2.287 0.837
S: 1.030 0.513 -2.576
C: -3.646 -2.708 3.697
H: -5.095 -3.317 2.254
C: 1.347 -2.073 -3.781
C: 0.889 -3.928 -2.324
C: -1.982 1.721 -0.119
N: 0.680 -1.710 -1.520
O: 0.561 -1.344 1.834
N: -3.182 2.077 -0.624
C: 1.267 -3.438 -3.568
C: -4.114 -2.887 2.407
H: 0.282 -3.345 -0.334
N: -1.139 3.256 1.770
H: -4.384 1.308 -2.225
H: 1.883 2.087 2.038
H: -3.693 -2.668 0.311
H: 0.826 -4.989 -2.140
C: -2.391 -2.157 3.920
C: -3.330 -2.526 1.320
F: 0.707 -0.772 -5.627
C: 0.082 3.316 2.403
Os: 0.358 0.034 -0.392
C: 0.863 2.360 1.827
C: -2.430 0.357 -1.753
N: 0.136 1.735 0.844
H: -1.936 3.829 1.988

=====

[8]
The following is a quantum chemistry calculation of a cluster of 2 separate species, C3H6N2O in total, from the OMol25 dataset.

Computed properties:
net charge = 0
LUMO level (alpha / beta) = -1.02 / -1.02 eV
relative energy (zero: lowest compared OMol25 entry of this formula, charge and spin) = 120.1 kcal per mole
HOMO level (alpha / beta) = -8.85 / -8.84 eV

Cartesian coordinates (Å):
C: 0.457 -0.355 -0.728
H: 0.854 0.029 -1.664
H: -1.236 0.963 -0.668
N: -0.299 0.465 1.152
N: -2.599 -1.868 -0.146
H: 0.876 -1.293 -0.375
C: -1.846 -0.992 -0.166
C: -0.832 0.084 -0.148
H: 1.936 1.742 -0.354
H: -0.262 -0.374 1.742
O: 1.952 0.896 0.129
H: 1.131 0.921 0.793

=====

no.,E (eV)
1,-92243.8169
2,-335300.7945
3,-140093.0039
4,-28140.8417
5,-7825.4820
6,-1153220.4868
7,-125478.1370
8,-8231.4902